[1]
C17H31N4Pd as an isolated structure. Source: the OMol25 dataset; level of theory: the ωB97M-V functional and the def2-TZVPD basis.

Last column: Löwdin spin population.
Cartesian coordinates (Å):
1 Pd 0.348 0.006 0.092  1.51
2 C -1.197 2.405 2.187  0.00
3 C -0.273 1.398 2.861  0.03
4 N -0.276 0.030 2.284  0.28
5 C -1.451 -0.839 2.487  0.02
6 C -1.346 -2.022 1.548  0.02
7 N -1.318 -1.517 0.160  0.23
8 C -1.113 -2.519 -0.914  0.02
9 C -1.381 -1.896 -2.278  0.00
10 C -0.239 -1.072 -2.852  0.02
11 N 0.092 0.208 -2.165  0.25
12 C -0.727 1.411 -2.428  0.02
13 C -1.868 1.562 -1.448  0.02
14 N -1.428 1.414 -0.037  0.25
15 C -0.973 2.622 0.698  0.02
16 H -2.247 2.148 2.362  0.00
17 H -1.047 3.354 2.703  0.00
18 H 0.758 1.753 2.824  0.00
19 H -0.546 1.319 3.918  0.01
20 H 0.545 -0.466 2.638  0.01
21 H -1.486 -1.186 3.522  0.01
22 H -2.362 -0.264 2.313  0.00
23 H -0.440 -2.603 1.731  0.00
24 H -2.197 -2.690 1.700  0.01
25 H -2.202 -1.050 -0.028  0.00
26 H -0.099 -2.913 -0.836  0.00
27 H -1.795 -3.358 -0.756  0.01
28 H -1.561 -2.706 -2.986  0.00
29 H -2.313 -1.322 -2.254  0.00
30 H 0.672 -1.671 -2.838  0.00
31 H -0.453 -0.836 -3.899  0.01
32 H 1.049 0.438 -2.420  0.00
33 H -0.063 2.275 -2.369  0.00
34 H -1.133 1.374 -3.442  0.01
35 H -2.330 2.542 -1.588  0.01
36 H -2.640 0.816 -1.635  0.00
37 H -2.212 1.042 0.489  0.00
38 H 0.075 2.822 0.459  0.01
39 H -1.550 3.487 0.366  0.01
40 C 2.630 0.108 0.101  0.35
41 C 2.932 1.304 -0.619  0.19
42 C 3.289 1.231 -2.007  0.10
43 C 3.615 2.358 -2.700  0.05
44 C 3.608 3.614 -2.046  0.30
45 C 3.261 3.712 -0.675  0.04
46 C 2.938 2.589 0.022  0.12
47 H 2.717 0.127 1.187  0.03
48 H 2.930 -0.825 -0.369  0.02
49 H 3.375 0.257 -2.480  0.00
50 H 3.912 2.294 -3.738  0.00
51 H 3.893 4.505 -2.592  0.01
52 H 3.281 4.676 -0.184  0.00
53 H 2.749 2.648 1.089  0.00

Charge = +3
Multiplicity = 5
Energy above the lowest of the compared OMol25 structures with the same formula, charge and spin = 25.31 kJ/mol
Lowest unoccupied orbital energy (alpha / beta) = -8.63 / -14.23 eV
Orbital gap (alpha / beta) = 8.99 / 5.16 eV

[2]
C52H47N6OPPt as an isolated structure. Source: the OMol25 dataset; level of theory: the ωB97M-V functional and the def2-TZVPD basis.

Last column: Löwdin charge in e.
Cartesian coordinates (Å):
1 Pt 0.099 -0.088 0.853  1.17
2 C -0.025 4.697 -1.571  0.02
3 N -0.034 3.725 -0.479  -0.03
4 C -0.003 2.384 -0.599  -0.41
5 N 0.014 1.853 0.616  -0.08
6 C -0.024 2.853 1.556  -0.11
7 C -0.034 4.045 0.864  -0.09
8 C 0.006 5.444 1.325  -0.22
9 C -1.078 6.292 1.109  -0.03
10 C -1.024 7.609 1.540  -0.05
11 C 0.110 8.080 2.188  -0.06
12 C 1.192 7.237 2.405  -0.05
13 C 1.143 5.921 1.974  -0.03
14 C -0.109 2.579 3.000  -0.14
15 C -0.447 3.574 3.918  0.00
16 C -0.528 3.280 5.269  -0.05
17 C -0.283 1.998 5.739  -0.06
18 C 0.031 0.988 4.840  -0.06
19 C 0.115 1.290 3.495  -0.06
20 P -0.021 1.426 -2.152  1.19
21 C 1.414 0.368 -1.749  -0.41
22 N 1.659 -0.165 -0.557  -0.01
23 C 2.825 -0.872 -0.625  -0.16
24 C 3.310 -0.764 -1.909  -0.10
25 N 2.408 0.020 -2.597  -0.03
26 C 2.537 0.433 -3.994  0.01
27 C 4.547 -1.289 -2.508  -0.20
28 C 4.491 -2.154 -3.600  -0.04
29 C 5.660 -2.659 -4.147  -0.06
30 C 6.887 -2.307 -3.602  -0.06
31 C 6.947 -1.453 -2.510  -0.05
32 C 5.780 -0.943 -1.962  -0.02
33 C 3.389 -1.588 0.527  -0.18
34 C 3.891 -2.879 0.373  -0.03
35 C 4.427 -3.552 1.461  -0.06
36 C 4.465 -2.943 2.709  -0.06
37 C 3.975 -1.652 2.865  -0.07
38 C 3.439 -0.976 1.779  -0.05
39 C -1.435 0.343 -1.747  -0.44
40 N -1.734 -0.116 -0.539  0.03
41 C -2.906 -0.817 -0.627  -0.15
42 C -3.315 -0.794 -1.950  -0.10
43 N -2.381 -0.046 -2.631  -0.04
44 C -2.369 0.218 -4.068  0.01
45 C -4.461 -1.414 -2.640  -0.22
46 C -4.521 -2.801 -2.765  -0.03
47 C -5.595 -3.395 -3.407  -0.06
48 C -6.613 -2.609 -3.929  -0.06
49 C -6.559 -1.227 -3.808  -0.06
50 C -5.485 -0.630 -3.165  -0.03
51 C -3.582 -1.361 0.569  -0.14
52 C -4.896 -1.831 0.521  -0.01
53 C -5.518 -2.295 1.669  -0.05
54 C -4.853 -2.290 2.887  -0.06
55 C -3.553 -1.809 2.950  -0.07
56 C -2.931 -1.355 1.800  -0.06
57 H 0.434 4.248 -2.446  0.07
58 H 0.555 5.561 -1.257  0.11
59 H -1.040 5.011 -1.808  0.11
60 H -1.972 5.917 0.624  0.12
61 H -1.869 8.263 1.377  0.11
62 H 0.150 9.107 2.525  0.12
63 H 2.075 7.606 2.909  0.11
64 H 1.983 5.259 2.145  0.13
65 H -0.663 4.579 3.586  0.11
66 H -0.794 4.064 5.965  0.12
67 H -0.346 1.786 6.797  0.12
68 H 0.209 -0.022 5.185  0.11
69 H 0.354 0.486 2.780  0.04
70 H 3.593 0.473 -4.245  0.11
71 H 2.098 1.419 -4.117  0.08
72 H 2.040 -0.276 -4.652  0.10
73 H 3.532 -2.446 -4.014  0.12
74 H 5.614 -3.331 -4.994  0.11
75 H 7.800 -2.702 -4.029  0.11
76 H 7.904 -1.181 -2.086  0.11
77 H 5.823 -0.278 -1.108  0.13
78 H 3.868 -3.356 -0.600  0.12
79 H 4.820 -4.551 1.332  0.12
80 H 4.892 -3.467 3.554  0.11
81 H 4.027 -1.163 3.829  0.11
82 H 3.088 0.042 1.899  0.11
83 H -3.160 -0.363 -4.530  0.10
84 H -1.415 -0.084 -4.494  0.09
85 H -2.543 1.275 -4.261  0.10
86 H -3.727 -3.411 -2.350  0.12
87 H -5.639 -4.472 -3.502  0.11
88 H -7.453 -3.073 -4.429  0.11
89 H -7.355 -0.615 -4.209  0.11
90 H -5.452 0.448 -3.052  0.12
91 H -5.449 -1.827 -0.406  0.11
92 H -6.537 -2.654 1.612  0.12
93 H -5.348 -2.646 3.780  0.11
94 H -3.027 -1.780 3.896  0.11
95 H -1.915 -0.980 1.850  0.05
96 C -0.266 -4.384 0.696  -0.12
97 C 0.598 -4.242 1.950  -0.12
98 C 0.395 -2.788 2.330  -0.13
99 O 0.178 -2.124 1.045  -0.37
100 C 0.002 -3.085 -0.035  -0.14
101 H -1.321 -4.456 0.963  0.13
102 H 0.002 -5.249 0.093  0.13
103 H 1.648 -4.427 1.724  0.11
104 H 0.292 -4.910 2.753  0.13
105 H 1.262 -2.320 2.792  0.11
106 H -0.502 -2.626 2.931  0.12
107 H 0.932 -3.106 -0.606  0.12
108 H -0.820 -2.728 -0.655  0.11

Charge = +2
Multiplicity = 1
Energy above the lowest of the compared OMol25 structures with the same formula, charge and spin = 12.12 kJ/mol
Lowest unoccupied orbital energy = -5.55 eV
Orbital gap = 7.17 eV

[3]
A 2-piece molecular cluster, C4H8INO4 overall. Source: the OMol25 dataset; level of theory: the ωB97M-V functional and the def2-TZVPD basis.

Last column: natural (NBO) charge in e.
Cartesian coordinates (Å):
1 C 1.647 -0.069 1.051  -0.61
2 C -0.116 -0.646 -1.521  -0.19
3 C 0.076 -0.282 0.870  -0.03
4 C -0.395 0.219 -0.408  0.28
5 N -0.515 1.661 -0.599  0.47
6 O -1.010 2.029 -1.598  -0.33
7 O -0.061 2.376 0.272  -0.39
8 O -0.561 -1.932 -1.313  -0.70
9 O -0.664 0.185 2.002  -0.72
10 I -3.214 -0.297 0.217  -0.10
11 H 1.938 0.965 0.967  0.22
12 H 1.984 -0.530 1.915  0.23
13 H 2.201 -0.541 0.216  0.20
14 H -0.482 -0.146 -2.478  0.22
15 H 1.068 -0.792 -1.561  0.22
16 H 0.002 -1.320 0.941  0.23
17 H -1.497 -2.001 -1.311  0.49
18 H -0.401 1.122 2.338  0.50

Multiplicity = 1
Energy above the lowest of the compared OMol25 structures with the same formula, charge and spin = 261.27 kJ/mol
Lowest unoccupied orbital energy (alpha / beta) = -2.32 / -2.80 eV
Orbital gap (alpha / beta) = 7.32 / 6.59 eV

[4]
An isolated ion of composition C5H10NS and charge +1. Source: the OMol25 dataset; level of theory: the ωB97M-V functional and the def2-TZVPD basis.

Last column: natural (NBO) charge in e.
Cartesian coordinates (Å):
1 C 0.518 -0.660 0.152  0.10
2 C 1.520 -1.292 -0.498  -0.40
3 C 0.461 0.696 0.596  -0.06
4 C -1.458 -0.107 -0.622  -0.27
5 C 1.425 1.678 0.206  -0.68
6 N -0.931 -1.193 0.191  -0.57
7 S -3.048 0.413 -0.222  0.19
8 H 1.495 -2.174 -0.997  0.23
9 H 2.332 -0.636 -0.509  0.24
10 H -0.329 1.008 1.252  0.22
11 H -1.207 -0.060 -1.697  0.26
12 H 1.855 1.458 -0.748  0.23
13 H 2.143 1.942 1.015  0.27
14 H 0.807 2.452 0.083  0.25
15 H -0.887 -2.088 -0.195  0.44
16 H -1.471 -1.107 1.107  0.45
17 H -3.224 -0.332 0.886  0.11

Charge = +1
Multiplicity = 1
Energy above the lowest of the compared OMol25 structures with the same formula, charge and spin = 511.76 kJ/mol
Lowest unoccupied orbital energy (alpha / beta) = -4.52 / -4.61 eV
Orbital gap (alpha / beta) = 7.60 / 7.66 eV

[5]
An isolated molecule of C12H12N2O. Source: the OMol25 dataset; level of theory: the ωB97M-V functional and the def2-TZVPD basis.

Last column: natural (NBO) charge in e.
Cartesian coordinates (Å):
1 C -2.651 0.169 -1.294  -0.44
2 N -2.000 0.445 -0.039  -0.46
3 C -0.794 0.057 0.024  0.44
4 N -0.128 0.197 1.273  -0.50
5 C -0.156 1.072 2.178  0.35
6 C -0.817 2.387 2.078  -0.71
7 C 0.417 0.805 3.469  -0.61
8 C 0.947 -0.319 3.817  0.79
9 O 1.248 -1.405 4.095  -0.42
10 C 0.169 -0.646 -0.963  -0.11
11 C 0.586 -1.950 -0.729  -0.18
12 C 1.572 -2.459 -1.559  -0.21
13 C 2.006 -1.642 -2.557  -0.22
14 C 1.691 -0.368 -2.755  -0.21
15 C 0.824 0.225 -1.830  -0.19
16 H -3.221 1.046 -1.548  0.20
17 H -1.995 0.019 -2.230  0.18
18 H -3.232 -0.741 -1.308  0.20
19 H -1.412 2.520 2.960  0.23
20 H -1.460 2.265 1.134  0.26
21 H -0.180 3.266 1.868  0.23
22 H 0.596 1.553 4.296  0.27
23 H 0.192 -2.542 0.039  0.22
24 H 2.115 -3.407 -1.473  0.22
25 H 2.701 -2.066 -3.336  0.20
26 H 2.317 0.174 -3.595  0.22
27 H 0.666 1.344 -2.014  0.23

Multiplicity = 1
Energy above the lowest of the compared OMol25 structures with the same formula, charge and spin = 276.48 kJ/mol
Lowest unoccupied orbital energy = 0.71 eV
SMILES = C/N=C(/N=C(\C)C=C=O)c1ccccc1
Orbital gap = 9.51 eV

[6]
C33H27F3N12O5S2Sr as an isolated structure. Source: the OMol25 dataset; level of theory: the ωB97M-V functional and the def2-TZVPD basis.

Last column: Löwdin charge in e.
Cartesian coordinates (Å):
1 Sr 0.991 -0.497 -2.186  1.13
2 N -0.545 -3.747 0.679  0.09
3 C -1.329 -3.554 1.798  -0.25
4 C -1.731 -4.556 2.649  -0.04
5 C -2.564 -4.277 3.755  -0.10
6 C -2.998 -3.012 4.027  -0.07
7 C -2.611 -1.952 3.164  -0.17
8 C -3.012 -0.610 3.356  -0.03
9 C -2.606 0.346 2.470  -0.07
10 C -1.797 -0.033 1.373  -0.13
11 N -1.406 -1.263 1.167  0.15
12 C -1.792 -2.219 2.049  -0.16
13 H -0.029 -4.614 0.656  0.11
14 H 0.084 -2.955 0.498  -0.01
15 H -1.395 -5.573 2.484  0.11
16 H -2.848 -5.099 4.402  0.10
17 H -3.629 -2.805 4.884  0.10
18 H -3.639 -0.361 4.205  0.11
19 H -2.891 1.385 2.581  0.10
20 H -1.460 0.703 0.648  0.09
21 S 1.885 -3.184 -3.187  0.43
22 C 2.950 -3.828 -1.977  -0.83
23 C 3.708 -4.986 -2.386  -0.33
24 N 4.298 -5.912 -2.736  0.12
25 C 3.117 -3.391 -0.694  -0.79
26 S 2.306 -2.040 0.074  0.48
27 C 4.018 -4.095 0.176  -0.34
28 N 4.719 -4.639 0.915  0.11
29 O -4.074 -1.749 -5.734  0.10
30 C -4.141 -2.529 -4.669  -0.52
31 O -5.044 -3.328 -4.512  0.05
32 C -3.064 -2.380 -3.658  -0.06
33 C -3.038 -3.137 -2.503  0.00
34 N -1.977 -2.735 -1.793  0.03
35 N -1.299 -1.765 -2.408  0.02
36 C -1.929 -1.540 -3.547  -0.15
37 C -1.369 -0.508 -4.504  -0.60
38 O -2.008 -0.324 -5.565  0.02
39 O -0.324 0.074 -4.132  -0.17
40 H -3.253 -1.148 -5.682  0.04
41 H -3.695 -3.918 -2.158  0.13
42 H -1.608 -3.111 -0.922  0.11
43 F 3.605 1.376 6.553  0.12
44 C 4.249 1.330 5.372  -0.59
45 F 4.856 2.521 5.210  0.14
46 F 5.222 0.413 5.483  0.15
47 C 3.325 1.024 4.235  -0.13
48 C 3.842 0.869 2.960  0.02
49 C 2.961 0.598 1.924  -0.16
50 N 1.643 0.485 2.101  0.08
51 C 1.168 0.635 3.330  -0.12
52 C 1.964 0.902 4.437  0.00
53 H 4.903 0.946 2.758  0.13
54 H 3.321 0.444 0.913  0.07
55 H 0.094 0.527 3.456  0.09
56 H 1.520 1.006 5.417  0.11
57 C -3.005 3.756 -0.694  -0.07
58 N -2.156 2.906 -1.508  -0.14
59 C -2.867 1.863 -2.236  -0.03
60 C -0.884 2.579 -1.078  -0.49
61 O -0.478 1.410 -1.139  -0.10
62 N -0.120 3.592 -0.590  -0.11
63 C 1.132 3.288 0.087  -0.03
64 C -0.307 4.986 -0.963  -0.06
65 H -3.697 3.147 -0.099  0.09
66 H -3.598 4.428 -1.319  0.09
67 H -2.413 4.358 -0.010  0.07
68 H -3.697 2.323 -2.773  0.09
69 H -3.262 1.089 -1.568  0.10
70 H -2.200 1.399 -2.952  0.07
71 H 1.186 2.229 0.307  0.06
72 H 1.180 3.848 1.026  0.10
73 H 1.983 3.580 -0.532  0.06
74 H -1.062 5.068 -1.740  0.09
75 H 0.633 5.380 -1.351  0.04
76 H -0.609 5.598 -0.106  0.08
77 N 2.933 1.316 -2.244  0.08
78 C 3.496 2.307 -2.450  -0.22
79 C 4.106 3.558 -2.607  -0.29
80 C 3.325 4.710 -2.381  -0.25
81 N 2.661 5.636 -2.170  0.11
82 C 5.479 3.663 -2.928  -0.27
83 N 6.601 3.768 -3.189  0.10

Charge = -2
Multiplicity = 1
Energy above the lowest of the compared OMol25 structures with the same formula, charge and spin = 64.08 kJ/mol
Lowest unoccupied orbital energy = 3.38 eV
Orbital gap = 5.53 eV

[7]
CH3Br3OSi as an isolated structure. Source: the OMol25 dataset; level of theory: the ωB97M-V functional and the def2-TZVPD basis.

Last column: natural (NBO) charge in e.
Cartesian coordinates (Å):
1 C -2.209 1.229 1.145  0.32
2 O -1.471 2.140 1.249  -0.48
3 Si 1.864 -0.742 -1.024  0.80
4 Br 1.295 -1.908 0.746  -0.32
5 Br -2.390 -0.166 2.326  0.13
6 Br -3.265 1.071 -0.457  0.03
7 H 3.157 -0.288 -0.493  -0.16
8 H 1.057 0.386 -1.432  -0.16
9 H 1.961 -1.722 -2.060  -0.16

Multiplicity = 1
Energy above the lowest of the compared OMol25 structures with the same formula, charge and spin = 433.54 kJ/mol
Lowest unoccupied orbital energy = 0.06 eV
Orbital gap = 10.60 eV

[8]
C6H9ClO as an isolated structure. Source: the OMol25 dataset; level of theory: the ωB97M-V functional and the def2-TZVPD basis.

Last column: natural (NBO) charge in e.
Cartesian coordinates (Å):
1 C 1.782 0.665 1.040  -0.62
2 C 0.718 0.118 0.183  0.00
3 C 0.547 -1.303 -0.263  -0.10
4 C -0.194 0.921 -0.242  -0.25
5 C -1.627 0.837 -0.712  -0.22
6 C -2.697 0.059 -0.394  -0.22
7 H 1.757 0.133 1.910  0.22
8 H 1.686 1.738 1.342  0.22
9 H 2.798 0.748 0.469  0.22
10 H 0.195 -1.971 0.605  0.20
11 H -0.242 -1.501 -0.972  0.20
12 H 2.259 -1.620 -1.428  0.47
13 H -0.224 1.967 0.000  0.21
14 H -2.343 1.966 -1.127  0.22
15 H -3.920 0.623 -0.460  0.27
16 O 1.785 -1.978 -0.626  -0.74
17 Cl -2.280 -1.402 0.676  -0.08

Multiplicity = 1
Energy above the lowest of the compared OMol25 structures with the same formula, charge and spin = 465.23 kJ/mol
Lowest unoccupied orbital energy = 0.53 eV
Orbital gap = 9.61 eV

> The highest energy above the lowest of the compared OMol25 structures with the same formula, charge and spin belongs to which entry?

C5H10NS

> Look up the energy above the lowest of the compared OMol25 structures with the same formula, charge and spin of the seventh one.

433.54 kJ/mol

> Which of these has the highest multiplicity?

C17H31N4Pd